Computed, not measured: one molecule with the formula C4H6N4, with ωB97M-V/def2-TZVPD.

Last column: Löwdin charge in e.
Cartesian coordinates (Å):
C 1.52633 0.92511 0.02597  -0.10
N 2.34590 -0.09274 -0.03692  0.01
N 1.65992 -1.29840 0.18113  0.01
C 0.28170 -0.92110 -0.19295  -0.30
N -0.92159 -1.59161 -0.08695  0.09
N -1.87178 -0.43913 0.29131  -0.11
C -1.32294 0.81841 -0.24191  -0.15
C 0.21326 0.40552 0.40223  -0.24
H 1.92819 1.86292 -0.27790  0.10
H 1.99619 -2.17227 -0.36476  0.17
H -2.95745 -0.58629 -0.17044  0.18
H -1.73712 1.67551 0.27158  0.10
H -0.99378 1.05430 -1.24456  0.09
H -0.14684 0.35975 1.44416  0.15

Calculated values
HOMO energy, eV: -8.6
Energy, a.u.: -374.85006
Relative energy (zero: lowest compared OMol25 entry of this formula, charge and spin), kJ/mol: 554.8
Total charge: 0
SMILES: C1=NNC2=NNC[C@H]12
2S+1: 1
Maximum force, eV/Å: 6.9

Computed, not measured: a 14-piece molecular cluster, C18H65N25O14 overall, with ωB97M-V/def2-TZVPD.

Last column: Löwdin charge in e.
Cartesian coordinates (Å):
C -0.75392 -0.05333 -6.11753  -0.07
C -1.55517 1.16816 -6.56123  -0.32
O -1.42580 1.17366 -7.94867  -0.07
H -0.75682 -0.34602 -5.06556  0.04
H 0.28638 0.15529 -6.37179  0.06
H -1.09942 -0.98542 -6.56479  0.08
H -1.13488 2.09349 -6.15810  0.09
H -2.58322 1.23947 -6.20510  0.11
H -0.62426 1.66651 -8.13670  0.08
C 1.67560 4.30751 1.65233  -0.70
O 2.29501 5.05124 0.89756  -0.01
N 1.06628 3.19328 1.21403  0.19
N 1.79888 4.32371 2.97614  0.17
H 1.24229 2.90741 0.26553  0.05
H 0.50612 2.69786 1.89204  0.07
H 2.43212 4.99664 3.37609  0.12
H 1.19103 3.72751 3.51668  0.05
C 3.09261 2.25948 -1.04718  -0.71
O 1.99968 2.57396 -1.51996  -0.01
N 3.66442 1.13524 -1.39661  0.19
N 3.88563 3.03373 -0.33083  0.20
H 4.61706 1.00295 -1.09961  0.09
H 3.18564 0.45985 -1.97100  0.09
H 4.86748 2.83355 -0.25357  0.11
H 3.48189 3.94249 -0.12890  0.08
C -4.76211 0.90017 -1.04765  -0.75
O -5.85532 1.04605 -0.57524  0.04
N -4.43352 1.24629 -2.24513  0.18
N -3.76639 0.17019 -0.54316  0.18
H -3.51079 1.23413 -2.65690  0.07
H -5.18749 1.66225 -2.77137  0.12
H -3.92494 -0.05775 0.42973  0.05
H -2.86236 -0.05552 -0.92558  0.07
C -1.55040 -3.72026 -4.20761  -0.73
O -2.25200 -3.11006 -5.00778  0.02
N -0.22999 -3.81949 -4.49718  0.15
N -1.81320 -4.10172 -2.96534  0.13
H 0.18949 -3.38148 -5.29962  0.09
H 0.33837 -4.39862 -3.90027  0.10
H -2.71039 -3.87555 -2.56754  0.12
H -1.16473 -4.65935 -2.43545  0.10
C -4.75237 0.35982 2.92514  -0.67
O -4.09125 -0.49669 2.32203  -0.04
N -4.97950 0.40926 4.22347  0.17
N -5.57070 1.15703 2.24614  0.18
H -4.76211 -0.35332 4.84309  0.12
H -5.43589 1.27115 4.47516  0.11
H -5.70973 1.09568 1.23689  0.06
H -6.44534 1.48974 2.62232  0.11
C -1.98860 -3.57710 0.97887  -0.78
O -1.80082 -4.27070 0.00671  0.03
N -1.20254 -3.59795 2.02701  0.17
N -2.97799 -2.69655 1.16933  0.19
H -1.44192 -3.01711 2.81513  0.07
H -0.55791 -4.36591 2.12091  0.11
H -3.08906 -2.05575 1.93740  0.06
H -3.39665 -2.62686 0.25195  0.11
C -1.24970 2.67222 -3.41297  -0.70
O -2.38954 2.36727 -3.73502  0.01
N -0.31954 1.92557 -2.91132  0.19
N -0.76260 3.92394 -3.71169  0.15
H -0.63317 1.03777 -2.53216  0.08
H 0.52533 2.38471 -2.58844  0.06
H -1.25459 4.44848 -4.41682  0.10
H 0.12732 4.29017 -3.41525  0.09
C 4.46694 -1.59620 1.12822  -0.69
O 4.02579 -0.84102 2.01029  -0.02
N 3.97950 -2.79016 1.05453  0.18
N 5.43993 -1.29558 0.24032  0.17
H 3.51661 -3.15451 1.87108  0.13
H 4.49759 -3.44778 0.49079  0.12
H 5.85729 -2.04144 -0.29423  0.10
H 6.00034 -0.45960 0.21193  0.11
C -0.16894 -2.78041 5.17498  -0.77
O -1.32331 -3.16174 5.04461  0.02
N 0.85201 -3.56378 4.92670  0.17
N 0.22334 -1.65115 5.70343  0.20
H 1.77143 -3.15909 4.96836  0.10
H 0.64960 -4.41978 4.43551  0.12
H 1.22762 -1.62119 5.65642  0.09
H -0.30656 -0.79873 5.77565  0.06
C 2.32880 -0.83336 -4.60208  -0.72
O 1.96629 -2.02083 -4.52127  0.00
N 1.82523 0.18256 -3.92739  0.17
N 3.37510 -0.45518 -5.32935  0.16
H 1.96135 1.00074 -4.49938  0.12
H 1.16381 0.00217 -3.19101  0.08
H 3.59682 0.52117 -5.43038  0.10
H 4.00757 -1.17082 -5.64833  0.12
C -0.53241 1.59865 4.76369  -0.73
O 0.13694 2.40618 4.14354  0.03
N -1.34311 0.75261 4.13837  0.19
N -0.46062 1.40427 6.03223  0.18
H -1.48406 0.85446 3.14034  0.07
H -1.78068 0.07243 4.73678  0.09
H 0.38575 1.79829 6.41952  0.14
H -0.91470 0.62223 6.47283  0.10
C 3.31819 1.60868 4.45275  -0.77
O 3.44891 2.52265 5.21434  0.04
N 3.31441 0.35266 4.85771  0.16
N 3.33701 1.66551 3.11432  0.18
H 3.41605 -0.28380 4.08122  0.06
H 3.35945 -0.05821 5.77366  0.11
H 3.31338 0.78579 2.61900  0.03
H 3.39235 2.53134 2.60455  0.09
C 0.81742 -0.34373 1.90263  -0.04
C 0.01209 0.10064 0.67501  -0.39
C -0.18876 -1.04927 -0.33179  -0.13
O -0.94656 -0.48949 -1.43258  -0.25
C -1.01513 -1.42887 -2.51417  -0.09
N -1.23653 0.68640 1.16977  0.07
H 0.39421 -1.19679 2.43450  0.07
H 0.93502 0.50207 2.57948  0.05
H 1.80925 -0.61834 1.53724  0.05
H 0.49929 0.92411 0.15091  0.11
H -0.62323 -1.90431 0.19017  0.10
H 0.79716 -1.35591 -0.68878  0.13
H -1.61088 -1.18312 -3.39296  0.09
H -1.59010 -2.27891 -2.13689  0.06
H -0.01965 -1.80545 -2.75291  0.08
H -1.65251 1.00002 0.29829  0.06
H -1.92206 -0.04944 1.32276  0.04

Calculated values
HOMO energy, eV: -9.0
Energy, a.u.: -3147.46683
Relative energy (zero: lowest compared OMol25 entry of this formula, charge and spin), kJ/mol: 0.0
Total charge: 0
2S+1: 1
Maximum force, eV/Å: 4.8

Computed, not measured: a 2-piece molecular cluster, C14H28N5O6P overall, with ωB97M-V/def2-TZVPD.

Last column: Löwdin charge in e.
Cartesian coordinates (Å):
C -1.56677 -1.73944 4.31716  -0.06
N -1.50326 -0.31983 4.66247  0.05
C -0.54610 0.59820 4.46583  -0.44
O -0.70734 1.69309 4.99204  0.04
C 0.75261 0.39197 3.63889  -0.18
C 0.81524 -0.68075 2.52604  -0.13
C -0.16141 -0.48276 1.35022  -0.43
C 0.28041 0.66956 0.44401  -0.07
C -0.21586 -1.75166 0.49653  -0.07
N 1.94653 0.30876 4.49076  0.11
C 2.18570 -0.60934 5.42795  -0.54
C 3.44079 -0.40904 6.24575  0.00
O 1.46907 -1.57707 5.63865  0.05
H -1.71595 -1.87300 3.24673  0.06
H -0.65786 -2.25191 4.63390  0.07
H -2.40692 -2.19954 4.83872  0.09
H -2.25804 0.02807 5.23325  0.14
H 0.86013 1.34309 3.11905  0.14
H 0.67057 -1.66426 2.96648  0.10
H 1.82640 -0.68494 2.11662  0.12
H -1.16272 -0.27424 1.72470  0.13
H 0.24686 1.60991 0.99246  0.07
H 1.29197 0.49573 0.07604  0.08
H -0.39938 0.74633 -0.40544  0.07
H -0.91041 -1.60927 -0.33092  0.06
H -0.55985 -2.59134 1.10015  0.07
H 0.77252 -1.98024 0.09645  0.09
H 2.60531 1.06581 4.42414  0.15
H 4.30456 -0.37432 5.58506  0.08
H 3.36110 0.52251 6.80282  0.08
H 3.54529 -1.24113 6.94092  0.08
O 1.84534 3.60186 -5.34540  -0.29
P 0.84786 2.83729 -4.59143  0.37
O 1.60377 2.12231 -3.39979  -0.10
O -0.10358 3.96134 -4.06022  -0.11
C -0.05885 1.65663 -5.56875  -0.16
C -0.10594 0.29609 -4.88528  -0.40
O 1.13850 -0.34099 -5.15727  -0.03
C -1.25567 -0.57388 -5.42018  -0.06
N -2.10565 -1.01612 -4.30409  -0.14
C -3.20531 -0.35154 -3.79068  -0.16
N -3.63622 -0.98469 -2.73657  0.06
C -2.76819 -2.06171 -2.62291  -0.22
N -1.83509 -2.09717 -3.54157  0.10
H 2.14581 2.85206 -3.07112  0.10
H 0.14927 4.66900 -4.67358  0.09
H 0.41226 1.57544 -6.55070  0.12
H -1.06474 2.05769 -5.69421  0.10
H -0.23672 0.41129 -3.80033  0.14
H 1.82365 -0.03892 -4.52991  0.10
H -1.85866 -0.03146 -6.15343  0.13
H -0.84888 -1.45432 -5.92845  0.14
H -3.63776 0.55889 -4.19430  0.13
H -2.84841 -2.80808 -1.83724  0.10

Calculated values
HOMO energy, eV: -9.3
Energy, a.u.: -1616.94053
Relative energy (zero: lowest compared OMol25 entry of this formula, charge and spin), kJ/mol: 46.8
Total charge: 0
SMILES: CNC(=O)[C@H](CC(C)C)NC(C)=O.O=P(O)(O)C[C@H](O)Cn1cncn1
2S+1: 1
Maximum force, eV/Å: 3.0

Computed, not measured: C41H61F6N13O8ReS4Si as an isolated structure, with ωB97M-V/def2-TZVPD.

Last column: Mulliken spin population.
Cartesian coordinates (Å):
Re -0.20686 0.46280 0.57250  1.10
C -3.22624 2.19830 4.97634  0.00
N -2.67752 1.35139 3.89967  0.00
C -2.11816 1.71055 2.76735  -0.02
N -1.75361 0.60042 2.08920  0.05
C -2.16410 -0.43496 2.92406  0.00
N -2.72915 -0.00611 4.00985  0.00
C -4.72975 2.37280 4.88972  0.00
C -5.49542 2.37829 6.04872  0.00
C -6.87127 2.55221 5.97390  0.00
C -7.49505 2.71783 4.74804  0.00
C -6.72754 2.71830 3.58987  0.00
C -5.35106 2.54626 3.66565  0.00
C -7.33964 2.90495 2.27690  0.00
N -8.57716 2.99567 1.94040  0.00
N -8.59686 3.16567 0.54900  0.00
C -7.36981 3.16116 0.16656  0.00
O -6.51356 2.99961 1.20609  0.00
C -6.79083 3.28956 -1.16783  0.00
C -7.57071 3.13041 -2.30903  0.00
C -6.97870 3.22723 -3.55762  0.00
C -5.61468 3.46752 -3.67607  0.00
C -4.83865 3.62929 -2.53725  0.00
C -3.35022 3.85900 -2.63477  0.00
N -2.58868 2.70947 -2.09475  0.01
C -1.97619 2.58116 -0.93595  0.01
N -1.46486 1.34912 -0.86024  -0.01
C -1.83517 0.75798 -2.04888  0.01
N -2.51244 1.55816 -2.81722  0.00
C -5.43114 3.54610 -1.28754  0.00
H -2.71321 3.15677 4.92846  0.00
H -2.96197 1.71017 5.90794  0.00
H -2.00237 2.73381 2.44788  0.00
H -2.01462 -1.48996 2.71685  0.00
H -5.01589 2.24460 7.01421  0.00
H -7.46149 2.55092 6.88254  0.00
H -8.56922 2.84400 4.67408  0.00
H -4.77620 2.54131 2.74656  0.00
H -8.63074 2.92571 -2.20520  0.00
H -7.58073 3.10217 -4.45038  0.00
H -5.15814 3.53335 -4.66039  0.00
H -3.04457 4.74211 -2.07979  0.00
H -3.05369 3.96868 -3.67184  0.00
H -1.88850 3.36734 -0.19728  0.00
H -1.54995 -0.25762 -2.30332  0.00
H -4.83894 3.68986 -0.38657  0.00
F 0.59103 2.47743 1.58591  -0.01
C 1.14969 2.32512 2.88452  0.00
F 0.28450 2.87832 3.71227  0.00
F 2.24899 3.00074 2.94066  0.00
S 1.34629 0.48480 3.37684  0.01
O 0.96771 -0.33024 2.16521  0.07
O 0.40775 0.35500 4.44103  0.01
N 2.82424 0.33329 3.83178  0.00
S 3.98859 0.58764 2.71888  -0.01
O 5.09195 1.33688 3.20440  0.00
O 3.38412 0.98575 1.46736  -0.01
C 4.59941 -1.13473 2.50268  0.00
F 5.76554 -1.12939 1.89696  0.00
F 3.70412 -1.82459 1.79129  0.00
F 4.72329 -1.68985 3.71100  0.00
C -1.21869 -4.33384 -0.88118  0.00
C -1.31746 -3.11863 -1.80070  0.00
C -0.74055 -3.42398 -3.17576  0.00
C -2.78469 -2.71812 -1.95903  0.00
N -0.54787 -1.92630 -1.31484  0.03
N -0.89170 -1.48407 0.02012  -0.03
H -1.55859 -5.22766 -1.41446  0.00
H -1.84529 -4.22961 0.00367  0.00
H -0.19365 -4.50219 -0.55220  0.00
H -1.18427 -4.34308 -3.56322  0.00
H 0.34195 -3.55773 -3.14004  0.00
H -0.97053 -2.61913 -3.87833  0.00
H -3.34402 -3.55023 -2.39122  0.00
H -2.89010 -1.85655 -2.62710  0.00
H -3.26533 -2.48680 -0.99767  0.00
H 0.45879 -2.06211 -1.36114  0.00
H -0.54940 -2.09844 0.80328  0.01
H -1.90190 -1.53082 0.05785  0.01
S -0.67389 -3.54349 2.59491  0.00
C 0.75481 -3.59665 3.51504  0.00
N 0.95014 -2.99575 4.69221  0.00
C 2.26769 -3.28066 5.29276  0.00
C 2.87803 -4.26789 4.27794  0.00
N 1.85690 -4.29604 3.21057  0.00
H 0.30084 -2.32839 5.06777  0.00
H 2.15099 -3.72942 6.27587  0.00
H 2.85260 -2.36977 5.39199  0.00
H 3.01483 -5.25802 4.70643  0.00
H 3.83435 -3.92323 3.89217  0.00
H 1.85571 -4.96420 2.46373  0.00
C 5.42174 -2.78304 -0.77047  0.00
C 4.06936 -3.06130 -1.41527  0.01
C 4.23141 -3.29475 -2.91370  0.00
C 3.42762 -4.25207 -0.73332  0.00
O 3.14776 -1.92036 -1.19852  0.02
Si 3.30641 -0.40119 -1.72922  0.05
S 1.53336 0.70659 -0.85433  -0.28
O 4.61219 0.30128 -1.15138  -0.01
C 5.40400 1.47767 -1.56983  0.00
C 6.44116 1.70769 -0.49576  0.00
C 4.47126 2.67341 -1.69388  0.01
C 6.07245 1.14797 -2.89504  0.00
O 3.16129 -0.16307 -3.30222  0.02
C 2.32518 0.09495 -4.46693  0.00
C 2.29692 1.59935 -4.69044  0.00
C 2.98965 -0.62067 -5.62661  0.00
C 0.92770 -0.44525 -4.23481  0.00
H 6.13878 -3.53816 -1.10281  0.00
H 5.35349 -2.82394 0.31942  0.00
H 5.80206 -1.79796 -1.05286  0.00
H 4.83307 -4.18874 -3.08269  0.00
H 4.73421 -2.44504 -3.39249  0.00
H 3.25690 -3.43320 -3.39438  0.00
H 4.10356 -5.10895 -0.78100  0.00
H 2.49206 -4.53152 -1.21296  0.00
H 3.23788 -4.01076 0.31927  0.00
H 5.97861 2.01828 0.43978  0.00
H 7.12767 2.49183 -0.81973  0.00
H 7.01547 0.79570 -0.31698  0.00
H 3.91553 2.80821 -0.76116  0.00
H 3.76241 2.52797 -2.51672  0.00
H 5.04872 3.57893 -1.88888  0.00
H 6.69852 0.25587 -2.79244  0.00
H 6.70586 1.97967 -3.21151  0.00
H 5.32477 0.95908 -3.66813  0.00
H 3.31393 1.99216 -4.76548  0.00
H 1.78584 2.09942 -3.85891  0.00
H 1.76695 1.83273 -5.61786  0.00
H 4.01684 -0.26907 -5.74891  0.00
H 2.44043 -0.42931 -6.55301  0.00
H 3.00999 -1.69896 -5.44810  0.00
H 0.49548 0.00976 -3.33810  -0.02
H 0.95591 -1.52924 -4.09524  0.00
H 0.28402 -0.20873 -5.08705  0.00

Calculated values
HOMO energy (spin up / spin down), eV: -12.7 / -12.7
Energy, a.u.: -5472.06614
Relative energy (zero: lowest compared OMol25 entry of this formula, charge and spin), kJ/mol: 43.3
Total charge: +2
2S+1: 2
⟨S²⟩: 0.939
Maximum force, eV/Å: 1.7